A molecular structure, C14H15AgN3O2S2, computed with ωB97M-V/def2-TZVPD.

Each line ends with the Mulliken charge.
Atoms and positions in Å:
Ag: 0.093 -0.074 1.167  0.347
N: -2.633 0.604 -0.193  -0.207
C: -2.929 0.330 1.135  0.801
O: -2.005 0.107 1.956  -0.874
C: -4.304 0.303 1.476  0.116
C: -4.745 0.042 2.790  0.119
N: -5.141 -0.150 3.858  -0.612
C: -5.274 0.590 0.498  0.059
N: -6.029 0.849 -0.341  -0.599
H: -3.352 1.056 -0.736  0.239
H: -1.692 0.936 -0.335  0.135
S: 2.155 0.660 0.096  -0.581
C: 3.245 1.182 1.358  0.535
C: 2.939 1.088 2.721  -0.147
C: 3.836 1.517 3.685  -0.578
C: 5.069 2.040 3.320  -0.457
C: 5.390 2.131 1.972  -0.389
C: 4.492 1.713 1.005  -0.584
H: 1.981 0.675 3.012  0.339
H: 3.572 1.439 4.733  0.330
H: 5.770 2.371 4.077  0.347
H: 6.353 2.531 1.675  0.313
H: 4.738 1.790 -0.047  0.347
O: -0.172 -2.140 -0.239  -0.541
S: 0.011 -2.646 -1.623  0.242
C: -1.681 -2.701 -2.364  -0.570
C: -1.649 -1.892 -3.651  -0.680
C: -0.772 -0.684 -3.338  -0.264
C: 0.498 -1.249 -2.722  -0.095
H: -2.318 -2.239 -1.607  0.272
H: -1.969 -3.743 -2.501  0.374
H: -2.654 -1.599 -3.959  0.336
H: -1.201 -2.477 -4.458  0.306
H: -1.285 -0.050 -2.613  0.005
H: -0.555 -0.082 -4.221  0.356
H: 1.059 -0.546 -2.111  -0.096
H: 1.158 -1.681 -3.476  0.359

Computed properties:
Charge: -1
Molecular weight in g mol⁻¹: 429.3
E_tot in eV: -48998.63162
HOMO-LUMO gap in Eh: 0.2536

A molecular structure, C34H47MnN5SSi in a non-equilibrium geometry, computed with ωB97M-V/def2-TZVPD.

Each line ends with the Mulliken charge.
Atoms and positions in Å:
Mn: 0.493 0.060 0.231  1.572
C: 2.575 2.652 2.383  -0.100
C: 1.905 1.950 3.571  -0.897
C: 1.534 0.450 3.338  -0.915
N: 1.907 -0.082 2.051  -0.117
C: 3.186 -0.360 1.813  1.053
C: 4.187 -0.294 2.793  -0.647
C: 5.572 -0.464 2.734  -0.654
C: 6.394 -0.564 1.635  -0.528
C: 5.980 -0.614 0.301  -0.813
C: 4.700 -0.729 -0.207  -0.785
C: 3.432 -0.786 0.406  1.192
N: 2.326 -1.137 -0.240  0.638
C: 2.429 -1.784 -1.528  -1.709
C: 2.384 -0.850 -2.747  -0.427
C: 1.021 -0.170 -2.903  -1.402
N: 0.751 0.794 -1.864  0.277
C: 0.848 2.065 -2.133  0.358
C: 1.497 2.611 -3.283  -0.795
C: 1.303 3.809 -3.923  -0.435
C: 0.338 4.781 -3.674  -0.409
C: -0.489 4.835 -2.558  -0.583
C: -0.425 4.102 -1.398  -0.617
C: 0.374 2.972 -1.060  0.426
N: 0.630 2.556 0.152  0.402
C: 0.442 3.458 1.264  -0.838
C: 1.792 3.859 1.880  -1.601
H: 3.592 2.955 2.655  0.459
H: 2.647 1.963 1.540  -0.169
H: 2.559 2.028 4.445  0.323
H: 0.984 2.482 3.816  0.602
H: 1.967 -0.156 4.152  0.656
H: 0.451 0.349 3.415  -0.183
H: 3.839 -0.088 3.797  0.116
H: 6.071 -0.442 3.704  0.273
H: 7.466 -0.591 1.823  0.267
H: 6.779 -0.612 -0.439  0.311
H: 4.670 -0.785 -1.288  0.106
H: 3.343 -2.399 -1.578  0.672
H: 1.575 -2.466 -1.609  0.408
H: 3.165 -0.089 -2.664  0.299
H: 2.580 -1.443 -3.649  0.407
H: 0.956 0.288 -3.906  0.662
H: 0.242 -0.939 -2.842  0.068
H: 2.282 1.982 -3.692  0.253
H: 1.934 3.985 -4.794  0.301
H: 0.210 5.558 -4.424  0.282
H: -1.242 5.621 -2.570  0.289
H: -1.147 4.384 -0.636  0.295
H: -0.078 4.385 0.983  0.498
H: -0.153 2.959 2.031  0.225
H: 2.386 4.370 1.116  0.419
H: 1.615 4.571 2.696  0.432
C: -5.540 -1.076 -1.645  -1.125
Si: -4.549 -2.714 -1.700  0.439
C: -5.686 -3.948 -0.734  -1.331
C: -4.513 -3.361 -3.506  -1.224
C: -2.855 -2.904 -0.899  0.562
C: -2.446 -3.990 -0.157  -0.095
C: -1.145 -4.021 0.352  -1.311
C: -0.353 -2.904 0.184  -0.479
N: -0.710 -1.819 -0.512  0.931
C: -1.918 -1.860 -1.137  -0.805
S: -2.358 -0.699 -2.276  -0.592
H: -6.604 -1.246 -1.803  0.373
H: -5.182 -0.396 -2.409  0.309
H: -5.417 -0.576 -0.690  0.311
H: -6.704 -3.935 -1.113  0.328
H: -5.729 -3.692 0.320  0.337
H: -5.326 -4.969 -0.811  0.339
H: -5.502 -3.402 -3.950  0.326
H: -4.087 -4.358 -3.547  0.336
H: -3.897 -2.711 -4.114  0.294
H: -3.116 -4.820 0.018  0.248
H: -0.777 -4.882 0.898  0.330
H: 0.641 -2.868 0.622  0.149
C: -3.636 0.232 2.486  -2.110
C: -2.432 -0.478 1.847  3.005
C: -1.837 -1.480 2.840  -1.637
C: -1.392 0.526 1.353  -1.348
H: -4.397 -0.485 2.801  0.462
H: -4.089 0.917 1.770  0.387
H: -3.317 0.806 3.357  0.434
H: -2.809 -1.037 0.986  -1.209
H: -1.643 -1.005 3.802  0.416
H: -0.894 -1.857 2.446  0.078
H: -2.509 -2.325 3.005  0.395
H: -1.164 1.189 2.207  0.105
H: -1.887 1.157 0.591  0.457

Computed properties:
Charge: -2
Molecular weight in g mol⁻¹: 640.9
E_tot in eV: -93504.99470
HOMO-LUMO gap (alpha / beta) in Eh: 0.1879 / 0.2190
Spin multiplicity: 6

A molecular structure, C4H7NO2 in a non-equilibrium geometry, computed with ωB97M-V/def2-TZVPD.

Each line ends with the Mulliken charge.
Atoms and positions in Å:
C: -1.737 -0.846 0.332  -1.101
C: 1.335 -0.988 -0.383  -0.744
C: -0.132 1.097 -0.212  0.134
C: -0.597 -0.134 -0.247  0.368
O: -0.634 2.289 0.146  -0.472
N: 1.280 0.981 -0.382  0.178
O: 1.990 1.727 0.292  -0.533
H: 0.127 2.876 0.321  0.340
H: -2.660 -0.436 -0.097  0.344
H: -1.812 -0.769 1.423  0.275
H: -1.724 -1.907 0.059  0.329
H: 1.370 -1.170 -1.446  0.263
H: 0.862 -1.819 0.145  0.322
H: 2.332 -0.902 0.050  0.299

Computed properties:
Molecular weight in g mol⁻¹: 101.1
E_tot in eV: -9840.07410
HOMO-LUMO gap (alpha / beta) in Eh: 0.3042 / 0.3042

2 unconnected molecules or ions with the total composition C6H16NO in a non-equilibrium geometry, computed with ωB97M-V/def2-TZVPD.

Each line ends with the Mulliken charge.
Atoms and positions in Å:
C: 0.433 -0.499 -1.785  -1.034
C: 1.146 -0.752 -0.439  0.386
C: 0.286 -1.253 0.729  -1.273
C: -1.159 -0.679 0.934  1.034
C: -1.969 -0.100 0.040  -1.076
C: -1.433 -0.456 2.387  -1.518
N: 1.642 0.650 0.045  -0.310
H: 1.291 -0.188 -2.411  0.460
H: -0.401 0.260 -1.726  -0.128
H: 0.012 -1.408 -2.297  0.320
H: 2.066 -1.386 -0.622  0.360
H: 0.776 -1.117 1.749  0.427
H: 0.236 -2.330 0.789  0.496
H: -1.973 -0.554 -0.960  0.339
H: -2.801 0.567 0.194  0.351
H: -0.591 0.008 2.874  0.369
H: -2.275 0.246 2.464  0.367
H: -1.532 -1.398 2.898  0.359
H: 0.934 1.318 0.358  0.315
H: 2.221 1.059 -0.685  0.370
H: 2.325 0.520 0.783  0.365
H: -0.330 2.001 -2.063  0.331
H: 0.530 3.147 -1.313  0.331
O: 0.566 2.342 -1.944  -0.643

Computed properties:
Charge: +1
Molecular weight in g mol⁻¹: 118.2
E_tot in eV: -10011.05014
HOMO-LUMO gap in Eh: 0.3523

- Among the records above, which one has the lowest molecular weight?
  C4H7NO2

- The lowest molecular weight belongs to which entry?
  C4H7NO2

- Which of these has the highest E_tot?
  C4H7NO2

- The lowest E_tot belongs to which entry?
  C34H47MnN5SSi